(1)
C31H54BNO15S2 | ωB97M-V/def2-TZVPD

Geometry as XYZ:
```
104
Properties=species:S:1:pos:R:3:lowdin_charge:R:1
S -6.223 4.937 -0.635 0.616
S -4.896 2.318 2.109 0.598
O 9.020 -0.051 4.539 0.005
O 7.524 1.355 5.130 0.123
O -6.807 6.340 -1.158 -0.185
O -5.908 1.323 2.145 -0.211
O -5.303 4.429 -1.585 -0.204
O -5.885 5.071 0.737 -0.219
O 10.339 -0.778 2.212 0.100
O 8.614 -6.540 0.161 0.149
O 9.240 -4.243 -0.075 0.177
O 8.267 -2.438 6.089 0.126
O 10.687 -3.627 2.183 0.147
O -4.083 2.504 0.962 -0.219
O -5.522 3.726 2.515 -0.243
O -7.584 4.101 -0.756 -0.181
O -3.956 2.121 3.395 -0.186
N 7.854 0.275 5.361 0.039
C -4.813 0.370 -4.624 -0.197
C -8.693 4.995 -0.903 -0.163
C 8.354 -2.451 4.881 -0.269
C 9.021 -1.349 4.104 -0.142
C -5.269 3.976 3.902 -0.149
C 9.673 -3.133 2.623 -0.257
C -1.473 -0.897 1.181 -0.199
C -3.533 0.153 -3.775 -0.194
C -0.392 -1.173 2.252 -0.199
C -1.624 0.278 -1.079 -0.191
C 9.668 -1.671 2.985 -0.175
C 2.560 -2.305 3.471 -0.210
C -3.009 3.489 -7.886 -0.104
C 7.785 -3.566 4.045 -0.110
C -3.927 3.327 4.167 -0.159
C -4.481 1.450 -8.360 -0.225
C -1.230 0.421 0.406 -0.191
C -4.128 0.685 -7.069 -0.207
C 1.345 -2.971 2.801 -0.215
C 5.263 -3.927 3.769 -0.194
C 3.793 -2.310 2.544 -0.205
C -8.128 6.164 -1.682 -0.165
C -3.847 -0.160 -2.293 -0.198
C 7.867 -4.977 2.003 0.015
C 8.417 -3.890 2.910 -0.079
C 5.124 -2.478 3.306 -0.197
C -4.414 2.977 -8.247 -0.272
C 6.541 -4.219 4.577 -0.120
C -4.586 1.375 -5.766 -0.212
C 0.742 -2.082 1.696 -0.198
C -3.082 0.755 -1.316 -0.205
B 8.616 -5.234 0.633 -0.623
H 0.375 -2.687 0.866 0.104
H -3.056 0.477 -7.014 0.108
H 5.112 -4.609 2.930 0.105
H -0.936 0.844 -1.712 0.104
H -4.735 3.374 -9.214 0.098
H 7.835 -5.902 2.580 0.127
H 4.424 -4.131 4.441 0.106
H -3.791 1.142 -9.152 0.105
H -2.744 4.354 -8.497 0.064
H -3.582 -1.193 -2.053 0.102
H -3.771 3.094 5.217 0.134
H 2.279 -1.282 3.739 0.112
H -0.834 -1.646 3.129 0.099
H 3.776 -1.382 1.971 0.107
H -1.553 -0.767 -1.393 0.095
H -9.024 5.299 0.092 0.134
H 1.680 -3.904 2.333 0.102
H 3.672 -3.162 1.868 0.107
H -8.707 7.074 -1.549 0.134
H 6.367 -3.879 5.598 0.115
H -2.251 2.728 -8.081 0.072
H -5.527 1.891 -5.974 0.104
H -2.427 -0.807 1.711 0.104
H 0.078 -0.219 2.500 0.102
H -4.628 -0.288 -7.086 0.099
H 1.510 -1.408 1.307 0.101
H -5.592 0.739 -3.954 0.099
H -9.509 4.498 -1.420 0.135
H 9.550 -4.592 -0.917 0.112
H -3.104 3.948 3.806 0.135
H -5.264 5.046 4.091 0.139
H -8.049 5.935 -2.747 0.134
H 11.144 -0.501 2.665 0.129
H -3.024 1.773 -1.704 0.112
H 9.432 -6.752 -0.301 0.102
H 2.740 -2.847 4.403 0.098
H -4.910 -0.006 -2.093 0.099
H 5.907 -2.223 2.586 0.112
H 6.697 -5.300 4.643 0.125
H 5.112 -1.783 4.151 0.122
H -3.832 2.109 -5.478 0.097
H 0.584 -3.252 3.533 0.101
H -1.835 1.189 0.886 0.090
H -6.062 3.506 4.489 0.134
H -2.937 3.791 -6.842 0.063
H -1.548 -1.759 0.518 0.097
H 6.853 -4.665 1.733 0.116
H -5.487 1.161 -8.678 0.104
H -5.140 3.357 -7.527 0.091
H -3.633 0.738 -0.382 0.075
H -2.975 -0.699 -4.174 0.107
H -5.090 -0.598 -5.046 0.103
H -2.914 1.048 -3.858 0.101
H -0.170 0.683 0.474 0.102
```

Values from the calculation:
HOMO-LUMO gap in eV: 8.72
Spin multiplicity: 1
HOMO energy in eV: -9.3
LUMO level in eV: -0.6

(2)
C33H40AsBrN3SSi2Ti | ωB97M-V/def2-TZVPD

Geometry as XYZ:
```
82
Properties=species:S:1:pos:R:3:lowdin_spin:R:1
Br 0.585 -3.281 -1.072 0.005
As 2.133 0.055 -0.086 -0.012
Ti -0.386 -0.298 -0.580 0.963
S -2.470 -1.720 -0.100 -0.006
Si 3.450 -1.294 1.313 -0.002
Si 2.362 2.052 1.144 -0.001
N 0.058 -2.386 1.455 0.001
N -1.495 1.127 0.579 0.009
N -1.204 -0.831 -2.625 0.000
C -4.569 0.367 -3.596 0.010
C -2.460 0.147 -4.900 0.005
C -0.679 -3.689 3.332 0.000
C -5.242 0.127 -2.432 0.000
C -3.276 -0.860 -1.397 -0.002
C -0.540 -0.739 -3.762 0.008
C -0.284 -4.749 1.207 0.000
C -1.285 2.334 -1.470 0.001
C -0.138 1.552 -1.663 -0.006
C -3.129 2.827 0.247 0.001
C -1.101 -3.724 4.760 0.000
C -2.551 -0.551 -2.594 0.000
C 3.226 -3.166 1.123 0.000
C -4.605 -0.501 -1.354 0.011
C 0.060 -3.491 0.733 0.000
C -0.760 3.789 -3.295 0.000
C -0.306 -2.494 2.731 0.000
C -3.615 2.610 1.518 0.000
C 3.248 -0.978 3.176 0.000
C -3.017 1.638 2.330 0.001
C -2.035 2.075 -0.204 0.002
C 0.435 3.092 -3.455 0.000
C -3.207 0.004 -3.697 0.000
C 0.724 1.995 -2.666 0.001
C 1.290 2.085 2.713 0.000
C 5.251 -1.005 0.801 -0.002
C -0.659 -4.833 2.532 0.000
C -1.627 3.411 -2.287 0.000
C 1.977 3.634 0.193 0.000
C 0.914 -1.110 -3.780 0.004
C -1.980 0.905 1.797 0.004
C -1.160 -0.270 -4.949 -0.001
C 4.167 2.302 1.661 -0.001
H 3.193 -3.485 0.090 0.000
H -3.357 1.437 3.331 0.000
H 2.359 -3.567 1.629 0.000
H -0.275 -1.578 3.307 0.000
H -0.648 -2.907 5.318 0.000
H 1.671 1.471 -2.820 0.000
H -0.569 -0.197 -5.847 0.000
H 4.103 -3.617 1.575 0.000
H -6.281 0.393 -2.344 0.000
H 1.743 2.761 3.435 0.000
H 1.144 3.412 -4.206 0.000
H 4.226 3.280 2.130 0.000
H 5.403 -1.408 -0.195 0.000
H 5.913 -1.532 1.481 0.000
H -3.571 3.573 -0.391 0.000
H 1.011 -2.194 -3.909 0.000
H 1.434 -0.632 -4.607 0.000
H -0.998 4.628 -3.928 0.000
H 2.604 3.747 -0.684 0.000
H -4.450 3.191 1.881 0.000
H 4.558 1.588 2.360 0.000
H 4.030 -1.530 3.691 0.000
H 1.409 -0.828 -2.839 0.002
H 0.302 2.459 2.496 0.000
H 0.956 3.723 -0.128 0.000
H 1.181 1.118 3.189 0.000
H -5.166 -0.728 -0.457 0.000
H 3.323 0.048 3.484 0.000
H -5.053 0.813 -4.445 0.001
H 5.556 0.041 0.772 0.000
H -2.937 0.573 -5.768 0.000
H -0.938 -5.788 2.949 0.000
H 2.194 4.458 0.873 0.000
H 4.826 2.308 0.804 0.000
H -2.538 3.969 -2.138 0.000
H -0.809 -4.659 5.234 0.000
H -2.180 -3.628 4.849 0.000
H -1.508 0.096 2.353 0.001
H -0.260 -5.613 0.562 0.000
H 2.294 -1.351 3.531 0.000
```

Values from the calculation:
<S²>: 0.7574
HOMO-LUMO gap (alpha / beta) in eV: 6.32 / 6.57
Spin multiplicity: 2
HOMO energy (alpha / beta) in eV: -6.5 / -6.7
LUMO level (alpha / beta) in eV: -0.2 / -0.2